(1)
Computed, not measured: C48H60AsCl2N4OPSTi as an isolated structure in a non-equilibrium geometry, with ωB97M-V/def2-TZVPD.

Results
**Multiplicity**: 2
**Energy**: -6903.6277 hartree
**Net charge**: +3
**⟨S²⟩**: 0.7572
**Gap between HOMO and LUMO (alpha / beta)**: 0.1682 / 0.1763 hartree
**F_max**: 3.0 eV Å⁻¹
**Relative energy (zero: lowest compared OMol25 entry of this formula, charge and spin)**: 58.9 kcal per mole
**HOMO level (alpha / beta)**: -13.71 / -13.71 eV

Each line ends with the Mulliken spin population.
Geometry (Å):
Ti (-25.88282, -7.30924, -1.96616)  0.970
Cl (-25.71564, -7.81759, 2.46360)  0.002
C (-26.63026, -6.44810, 1.88550)  0.006
Cl (-25.97770, -5.92417, 0.24500)  -0.006
H (-26.46354, -5.54724, 2.53549)  -0.001
H (-27.66763, -6.74346, 1.79774)  0.000
C (-32.13493, -3.45957, -2.30494)  0.000
C (-32.05800, -4.98413, -2.33872)  0.000
C (-32.58717, -5.48711, -3.70188)  0.000
C (-32.91036, -5.61445, -1.22370)  0.000
C (-30.57331, -5.49072, -2.28400)  -0.001
C (-29.51605, -4.60997, -2.61990)  -0.001
C (-28.19981, -5.02839, -2.43928)  0.003
N (-27.86144, -6.30856, -2.17867)  0.002
C (-28.88280, -7.20481, -1.89836)  0.005
C (-30.25640, -6.81670, -1.97284)  0.000
C (-28.47242, -8.45181, -1.31838)  0.007
C (-29.36159, -9.15999, -0.49502)  0.000
C (-28.90894, -10.32928, 0.12667)  0.003
C (-27.59082, -10.78832, -0.11509)  0.001
C (-26.79261, -10.05604, -0.96406)  0.017
N (-27.14233, -8.81458, -1.38992)  -0.002
C (-29.77115, -11.01573, 1.18395)  -0.001
C (-29.55784, -10.12578, 2.45838)  0.001
C (-31.31107, -10.89310, 0.79696)  0.001
C (-29.37731, -12.49074, 1.37019)  0.001
H (-33.18220, -3.16898, -2.29998)  0.000
H (-31.67383, -2.96596, -3.11150)  0.000
H (-31.67271, -3.03962, -1.38679)  0.000
H (-33.65201, -5.17340, -3.73443)  0.000
H (-32.55622, -6.57777, -3.94687)  0.000
H (-32.11075, -4.84794, -4.47548)  0.000
H (-33.93825, -5.34055, -1.31972)  0.000
H (-32.48009, -5.43947, -0.18916)  0.000
H (-32.89850, -6.69744, -1.31589)  0.000
H (-29.68459, -3.56464, -2.91875)  0.000
H (-27.35263, -4.29302, -2.30093)  0.002
H (-31.08911, -7.51065, -1.69022)  0.000
H (-30.36013, -8.77985, -0.36725)  -0.001
H (-27.19190, -11.70531, 0.25393)  0.001
H (-25.76476, -10.35133, -1.17844)  -0.002
H (-29.92910, -9.04690, 2.29683)  0.000
H (-28.48122, -10.10715, 2.76518)  0.000
H (-30.06397, -10.54707, 3.33878)  0.000
H (-31.56014, -9.82112, 0.57795)  0.000
H (-31.91860, -11.22033, 1.66721)  0.000
H (-31.58593, -11.48916, -0.08815)  0.000
H (-28.39524, -12.61272, 1.86365)  0.000
H (-29.38661, -13.05136, 0.43240)  0.000
H (-30.09620, -13.04301, 1.97246)  0.000
O (-26.08421, -8.38266, -3.85908)  0.012
H (-25.62984, -8.17849, -4.72396)  0.002
H (-26.65419, -9.15820, -4.06376)  0.003
C (-27.99666, -4.40619, -6.02961)  0.000
N (-27.07610, -5.16318, -5.11567)  0.000
C (-25.76875, -5.15836, -5.16101)  0.003
S (-24.90561, -5.46363, -3.64263)  -0.019
N (-25.08522, -4.97270, -6.34460)  0.002
C (-25.61694, -5.21841, -7.69633)  -0.001
H (-28.63971, -3.75026, -5.47084)  0.000
H (-28.67576, -5.12978, -6.52610)  0.000
H (-27.54094, -3.76727, -6.80275)  0.000
H (-27.45191, -5.28084, -4.18862)  0.003
H (-24.07489, -5.15681, -6.23875)  0.000
H (-26.36511, -6.01301, -7.77475)  0.000
H (-24.71461, -5.40032, -8.29669)  0.000
H (-26.12941, -4.28332, -7.99781)  0.000
C (-23.10100, -8.77478, -0.15414)  -0.016
C (-21.69858, -9.25836, 0.05157)  -0.001
As (-21.64446, -10.26578, 1.74813)  -0.001
C (-19.95825, -11.11520, 1.10517)  0.000
C (-18.82191, -10.39025, 0.61516)  0.000
C (-17.55456, -10.98755, 0.59263)  0.000
C (-17.50446, -12.36625, 0.72266)  0.000
C (-18.56703, -13.10274, 1.29011)  0.000
C (-19.77285, -12.49036, 1.53831)  0.000
C (-22.76167, -11.78436, 1.23778)  0.000
C (-23.89647, -12.02551, 2.06356)  0.000
C (-24.99917, -12.79176, 1.69118)  0.000
C (-25.05492, -13.29798, 0.41287)  0.000
C (-23.99450, -12.98928, -0.46257)  0.000
C (-22.80652, -12.29184, -0.06985)  0.000
P (-23.28144, -7.62206, -1.64503)  0.000
C (-22.79873, -8.63726, -3.10700)  -0.025
C (-22.89286, -10.05287, -3.00338)  0.016
C (-22.57803, -10.83215, -4.08804)  0.002
C (-22.22374, -10.31473, -5.33830)  -0.003
C (-22.20847, -8.92758, -5.46176)  0.001
C (-22.45721, -8.07935, -4.34843)  0.011
C (-22.05348, -6.31823, -1.64439)  -0.006
C (-22.40476, -5.01906, -1.37816)  0.002
C (-21.48658, -3.97954, -1.43156)  -0.001
C (-20.16807, -4.27648, -1.63765)  0.000
C (-19.77435, -5.56882, -2.05230)  0.000
C (-20.71702, -6.61301, -1.90045)  -0.001
H (-23.39961, -8.25133, 0.78472)  0.001
H (-23.79312, -9.55839, -0.36100)  0.011
H (-21.05865, -8.37250, 0.08002)  0.000
H (-21.29717, -9.91734, -0.74796)  0.000
H (-18.90828, -9.29819, 0.49349)  0.000
H (-16.65126, -10.36554, 0.42272)  0.000
H (-16.49083, -12.85912, 0.65398)  0.000
H (-18.48597, -14.19421, 1.38931)  0.000
H (-20.58467, -13.06636, 1.97261)  0.000
H (-23.73365, -11.85884, 3.12307)  0.000
H (-25.70188, -13.10069, 2.47676)  0.000
H (-25.79944, -13.99066, -0.00831)  0.000
H (-23.99429, -13.40790, -1.48465)  0.000
H (-21.96448, -12.17168, -0.77904)  0.000
H (-23.31719, -10.48617, -2.06980)  -0.006
H (-22.57575, -11.93994, -3.90857)  0.000
H (-22.08097, -10.99704, -6.19721)  0.000
H (-21.97837, -8.44900, -6.41552)  0.000
H (-22.26865, -6.97900, -4.49065)  0.000
H (-23.43077, -4.77620, -1.15631)  0.005
H (-21.84141, -2.97107, -1.43939)  0.000
H (-19.40517, -3.46826, -1.50139)  0.000
H (-18.75841, -5.84705, -2.30108)  0.000
H (-20.39890, -7.64991, -2.14801)  0.000


(2)
Computed, not measured: C48H60N5O3PPtS as an isolated structure, with ωB97M-V/def2-TZVPD.

Results
**Multiplicity**: 5
**Energy**: -3222.8097 hartree
**Net charge**: +2
**⟨S²⟩**: 6.0946
**Gap between HOMO and LUMO (alpha / beta)**: 0.2244 / 0.2395 hartree
**F_max**: 0.7 eV Å⁻¹
**Relative energy (zero: lowest compared OMol25 entry of this formula, charge and spin)**: 21.7 kcal per mole
**HOMO level (alpha / beta)**: -12.67 / -13.40 eV

Each line ends with the Mulliken spin population.
Geometry (Å):
Pt (-0.66275, 0.34913, -0.50886)  1.019
C (1.88371, 1.44621, 4.55979)  0.006
C (2.18463, 1.59060, 3.21453)  0.012
C (1.36261, 1.01381, 2.26348)  -0.025
C (0.24135, 0.30240, 2.64672)  -0.006
C (-0.06414, 0.14510, 4.00148)  0.006
C (0.75732, 0.72250, 4.94879)  0.001
N (-0.55163, -0.28169, 1.61044)  0.133
N (-1.48106, -0.99302, 2.01819)  -0.014
C (-2.22189, -1.70026, 1.06269)  0.039
C (-3.04268, -2.70612, 1.54304)  0.003
C (-3.76095, -3.46397, 0.63305)  -0.001
C (-3.60764, -3.19582, -0.71568)  0.004
C (-2.77359, -2.15722, -1.10453)  0.040
N (-2.11631, -1.39953, -0.23544)  0.076
H (2.52552, 1.88988, 5.30957)  0.000
H (3.05950, 2.14965, 2.90723)  0.004
H (1.58105, 1.09390, 1.21287)  0.005
H (-0.93774, -0.41933, 4.29271)  -0.001
H (0.51798, 0.61427, 5.99796)  0.001
H (-3.08514, -2.88260, 2.60885)  0.001
H (-4.41107, -4.26043, 0.96913)  0.000
H (-4.14303, -3.76140, -1.46534)  0.000
H (-2.64272, -1.92438, -2.14910)  -0.007
C (4.90110, -2.66213, 4.99497)  0.000
C (4.67147, -2.18071, 3.58939)  0.007
C (3.40404, -2.24260, 3.01075)  -0.003
C (3.19749, -1.81818, 1.71157)  -0.036
C (4.27250, -1.33408, 0.97905)  0.036
C (5.54119, -1.24204, 1.53317)  0.004
C (5.72872, -1.66664, 2.83873)  0.000
S (4.01466, -0.90498, -0.70474)  -0.014
O (5.23565, -0.40038, -1.26616)  0.004
O (3.36018, -1.97952, -1.37633)  0.006
N (2.84267, 0.30197, -0.58957)  0.434
C (3.15977, 1.57969, -0.51606)  0.080
C (4.45122, 2.08979, -0.17040)  0.214
C (4.74333, 3.44019, -0.13957)  -0.058
C (3.79299, 4.35292, -0.50773)  0.285
C (2.48563, 3.93031, -0.87267)  -0.017
C (1.57235, 4.88540, -1.34760)  0.003
C (0.34684, 4.47494, -1.77471)  -0.005
C (0.01784, 3.13398, -1.60492)  -0.085
N (0.80609, 2.20745, -1.08112)  0.072
C (2.09940, 2.56729, -0.79620)  0.040
H (4.10868, -3.33553, 5.31720)  0.000
H (4.93215, -1.82026, 5.69039)  0.001
H (5.85426, -3.18299, 5.07690)  0.000
H (2.57582, -2.64399, 3.58349)  0.000
H (2.22581, -1.87882, 1.24027)  0.013
H (6.36933, -0.87793, 0.93858)  0.002
H (6.71647, -1.61355, 3.28021)  0.000
H (5.22547, 1.38618, 0.07578)  0.017
H (5.73265, 3.76814, 0.14932)  0.005
H (4.02262, 5.41031, -0.54143)  0.003
H (1.86809, 5.92624, -1.39433)  -0.001
H (-0.37092, 5.16071, -2.20378)  0.002
H (-0.94849, 2.78898, -1.93225)  0.091
C (1.23797, -0.00243, -3.63934)  0.033
C (0.08986, -0.91419, -4.08497)  -0.024
C (-1.27424, -0.35334, -3.67627)  0.042
C (0.31422, -2.34968, -3.66372)  0.118
C (0.52861, -3.26586, -4.65504)  -0.017
C (0.79760, -4.61362, -4.37582)  0.237
C (0.81931, -5.05634, -3.06029)  -0.066
C (0.60389, -4.20788, -1.99707)  0.110
C (0.68460, -4.84680, -0.62137)  0.015
C (2.15757, -4.95402, -0.19142)  0.034
C (-0.17413, -4.23346, 0.48189)  0.010
C (0.37367, -2.77839, -2.26268)  0.283
O (0.17726, -1.99120, -1.29971)  0.348
H (1.15576, 0.97606, -4.11835)  0.003
H (2.20547, -0.43733, -3.89132)  -0.004
H (1.22413, 0.13003, -2.55486)  0.001
H (0.09645, -0.91390, -5.17686)  0.001
H (-1.32729, -0.14271, -2.58919)  0.091
H (-2.08186, -1.04442, -3.92048)  -0.007
H (-1.45931, 0.57384, -4.21474)  0.006
H (0.51030, -2.94060, -5.68810)  0.002
H (0.98721, -5.30561, -5.18539)  0.001
H (1.00452, -6.10496, -2.85911)  0.005
H (0.32213, -5.86873, -0.76132)  0.007
H (2.58889, -3.96722, -0.04876)  -0.004
H (2.74735, -5.46637, -0.95126)  -0.001
H (2.23251, -5.51329, 0.74250)  0.001
H (0.12537, -3.21656, 0.71104)  -0.013
H (-0.07324, -4.83892, 1.38479)  0.001
H (-1.22766, -4.23419, 0.19320)  0.001
C (-4.87165, 3.51306, -1.41871)  0.013
C (-3.41567, 3.05614, -1.59541)  0.011
C (-3.26226, 2.38179, -2.95791)  0.010
P (-2.68760, 2.09149, -0.15956)  0.267
C (-4.01819, 1.08151, 0.64986)  0.041
C (-4.76907, 0.31028, -0.44633)  0.005
C (-5.01217, 1.71675, 1.62356)  0.018
C (-2.18234, 3.51113, 0.93507)  0.012
C (-3.27519, 4.49986, 1.35498)  0.010
C (-1.39123, 3.02217, 2.13729)  -0.004
H (-5.02998, 4.40447, -2.02802)  0.003
H (-5.12729, 3.77175, -0.39760)  -0.004
H (-5.56985, 2.75777, -1.77272)  0.000
H (-2.78993, 3.95468, -1.58811)  0.005
H (-3.86345, 1.47422, -3.02533)  -0.002
H (-2.23162, 2.12294, -3.18779)  -0.005
H (-3.60852, 3.06320, -3.73741)  0.001
H (-3.43708, 0.37292, 1.23793)  -0.001
H (-5.56205, 0.92418, -0.86674)  0.000
H (-5.23605, -0.58138, -0.02476)  0.001
H (-4.11726, -0.00084, -1.26118)  0.003
H (-5.60835, 2.50666, 1.17517)  0.000
H (-4.52471, 2.09904, 2.51816)  0.001
H (-5.70317, 0.93341, 1.94377)  -0.001
H (-1.49176, 4.06426, 0.29103)  0.000
H (-4.06695, 4.03788, 1.93324)  -0.001
H (-3.71696, 5.02133, 0.50805)  -0.002
H (-2.81068, 5.25785, 1.98797)  0.001
H (-1.97429, 2.34137, 2.76379)  0.001
H (-1.08812, 3.86632, 2.75863)  0.000
H (-0.49193, 2.51407, 1.81135)  0.006


- net charge of number 1 (C48H60AsCl2N4OPSTi)?
  +3